Record 1
# C31H24ClFN9NiO

A molecular structure, C31H24ClFN9NiO (ωB97M-V/def2-TZVPD, the OMol25 dataset).

XYZ file:
```
68
Properties=species:S:1:pos:R:3
Ni 2.1296 -1.1142 -0.6391
Cl -0.9461 -5.1586 -2.9186
F 8.0321 -1.3617 0.2447
O -2.6249 1.5334 0.6634
N 1.4723 2.8231 -1.5336
N 0.6073 -1.7880 3.0850
N 1.0116 2.2796 -2.6775
N 1.8831 0.6296 -1.5820
N -4.6400 2.3369 0.3003
N 1.6888 -1.0654 3.4320
N 1.7388 -1.5592 1.2543
N 0.3109 -1.8000 -1.2763
N -4.5851 1.8702 1.6005
C 1.9940 1.8047 -0.9005
C -3.6270 2.7165 -3.8976
C 5.8938 -2.3267 0.3000
C -4.0189 2.4744 -2.5928
C -3.3992 1.4051 1.7795
C -0.8280 -1.1198 -1.0958
C -2.9903 0.4847 5.3646
C -1.3205 2.8219 -3.2072
C -2.0598 -1.6277 -1.4638
C 6.7074 -1.2376 0.0599
C 6.2018 -0.0247 -0.3626
C -2.0160 -0.5005 5.2927
C -1.7115 2.5852 -1.8940
C -3.4281 1.1160 4.2148
C 0.2504 -3.0164 -1.8247
C -1.4694 -0.8667 4.0698
C 1.2515 0.9694 -2.6937
C 0.1369 3.0497 -3.5513
C -3.0548 2.3984 -1.5894
C -0.4790 -2.0125 4.0250
C 4.5251 -2.1761 0.1202
C 4.8315 0.0951 -0.5587
C -1.8946 -0.2200 2.9151
C -0.9488 -3.5896 -2.2177
C -2.8738 0.7656 2.9863
C 0.6455 -2.0811 1.7897
C 2.3535 -0.9500 2.3118
C 3.9682 -0.9723 -0.3210
C -2.2827 2.8782 -4.2065
C -2.1285 -2.8872 -2.0381
C -3.4833 2.1221 -0.2178
H -0.9739 -2.9409 3.7356
H -5.0611 2.3396 -2.3370
H -4.1948 1.8775 4.2512
H -0.1197 -2.6417 1.2788
H -0.0264 -2.1658 5.0017
H -1.4838 -0.4831 1.9468
H -0.9776 2.5724 -1.0975
H 0.9558 0.3113 -3.4940
H -3.0722 -3.3203 -2.3407
H -0.7422 -0.1444 -0.6353
H 3.2960 -0.4377 2.2261
H 0.4210 4.0921 -3.4148
H 0.3412 2.7756 -4.5853
H 2.4719 1.8932 0.0606
H -3.4064 0.7610 6.3236
H 3.8860 -3.0249 0.3436
H 4.4570 1.0437 -0.9221
H 6.3293 -3.2591 0.6327
H -2.9532 -1.0417 -1.3046
H 6.8770 0.8009 -0.5431
H -1.6768 -0.9891 6.1980
H -4.3702 2.7702 -4.6813
H 1.1837 -3.5495 -1.9594
H -1.9846 3.0569 -5.2328
```

Calculated values
* molar mass: 651.7 Da
* DFT total energy: -3831.9380 Ha
* highest occupied orbital energy (alpha / beta): -11.12 / -11.08 eV
* net charge: +1
* maximum force: 0.0089 Eh/bohr
* orbital gap (alpha / beta): 8.07 / 8.05 eV
* relative energy (zero: lowest compared OMol25 entry of this formula, charge and spin): 0.1236 eV
* multiplicity: 1
* LUMO level (alpha / beta): -3.04 / -3.03 eV

Record 2
# C10H12N2O2

2 unconnected molecules or ions with the total composition C10H12N2O2 in a non-equilibrium geometry (ωB97M-V/def2-TZVPD, the OMol25 dataset).

XYZ file:
```
26
Properties=species:S:1:pos:R:3
O -2.7830 -2.5014 1.3962
O -2.3903 0.3378 0.3149
N 0.4660 1.1309 -1.8067
N -1.0338 0.6911 0.0851
C -0.0477 0.0186 0.7088
C -2.3027 -2.6272 0.3145
C -0.7444 1.4221 -1.2216
C 2.7410 0.4023 -1.6935
C 1.2052 0.0669 0.2412
C 1.4153 0.6105 -1.1038
C 3.4736 -0.6288 0.4098
C 2.2074 -0.6247 0.9724
C 3.7201 -0.0940 -0.8782
C -3.0536 1.2461 1.1637
H -2.3459 1.4857 2.0884
H 4.7312 -0.1139 -1.3875
H -1.5922 1.0152 -1.9052
H 4.3466 -1.2693 0.8454
H -1.2602 -2.4261 -0.0122
H -0.3360 -0.5161 1.6162
H -4.0579 0.6552 1.4340
H -3.0523 -2.9035 -0.5097
H -3.3587 2.2668 0.7088
H -0.9567 2.5504 -1.0454
H 2.1040 -1.2216 1.8682
H 2.9047 1.0270 -2.6039
```

Calculated values
* SMILES string: CON1C=c2ccccc2=NC1.C=O
* molar mass: 192.2 Da
* DFT total energy: -648.0548 Ha
* highest occupied orbital energy (alpha / beta): -7.21 / -7.21 eV
* maximum force: 0.0772 Eh/bohr
* orbital gap (alpha / beta): 7.13 / 7.13 eV
* relative energy (zero: lowest compared OMol25 entry of this formula, charge and spin): 5.1271 eV
* multiplicity: 1
* LUMO level (alpha / beta): -0.08 / -0.08 eV

Record 3
# C22H30N2O5

A molecular structure, C22H30N2O5 in a non-equilibrium geometry (ωB97M-V/def2-TZVPD, the OMol25 dataset).

XYZ file:
```
59
Properties=species:S:1:pos:R:3
O -5.5020 -1.2759 -0.7374
O 2.9159 3.6499 0.1045
O -0.3451 3.1092 0.0127
O -6.2013 0.5100 -0.0616
O 0.2695 -0.5120 -1.4083
N -1.6722 -0.6811 -0.3160
N 1.2609 1.3471 0.3838
C 5.2974 0.8610 -0.2481
C -4.1342 0.9270 -1.0202
C 4.7756 2.0462 0.1252
C -0.3650 -0.1053 -0.2697
C -2.2739 -1.0454 -1.3663
C -2.7098 0.0106 0.7379
C 3.0672 -0.2856 0.1447
C 4.5017 -0.3572 0.0532
C -5.3542 -0.0793 -0.5394
C 4.2873 -2.4500 -1.2124
C 4.2978 -2.6214 1.2865
C 3.4771 2.3748 0.0648
C 0.2076 0.5177 0.9892
C 6.4011 -1.8664 -0.0257
C -3.1618 0.3874 -2.0594
C 4.9002 -1.8720 0.1092
C 0.6906 2.6586 0.0416
C -7.2389 -0.0381 0.4996
C 1.7227 3.7177 -0.5072
C 2.6199 1.3614 0.1192
C -7.0937 -0.7973 1.8779
C -3.3881 1.2102 0.3038
H 6.2655 0.4858 -0.0220
H -2.8992 -1.6550 -1.2610
H -3.9798 1.4765 1.1692
H 4.6909 -2.0410 2.0139
H 1.3160 4.7583 -0.5288
H -6.3664 -1.4715 1.6507
H -2.6586 2.1705 0.2316
H 4.6974 -3.5586 1.5733
H -1.6472 -1.1965 -2.1867
H -2.0192 -0.0219 1.8845
H -8.1046 0.7028 0.6140
H 5.4751 2.6836 -0.1021
H 2.2664 -0.9448 0.2866
H 6.8014 -1.5510 0.7831
H -2.4548 1.1088 -2.3284
H 0.8825 -0.2618 1.5591
H -3.2083 -0.9675 1.0969
H 6.6317 -3.1604 -0.0056
H -7.5277 -0.6252 -0.3238
H -4.4809 1.9481 -1.0555
H -0.2896 1.0631 1.4254
H -8.1473 -1.2632 2.1727
H 4.6661 -3.6220 -1.0991
H 3.0830 -2.3521 -1.0263
H 4.5883 -1.8755 -2.0191
H -3.9042 0.0372 -2.7674
H 6.8501 -1.4791 -0.8426
H 3.2869 -2.3863 1.3244
H 1.7538 3.4820 -1.8022
H -6.8196 -0.1848 2.5034
```

Calculated values
* molar mass: 402.5 Da
* DFT total energy: -1341.3554 Ha
* highest occupied orbital energy: -8.03 eV
* maximum force: 0.3866 Eh/bohr
* orbital gap: 8.47 eV
* relative energy (zero: lowest compared OMol25 entry of this formula, charge and spin): 20.5114 eV
* multiplicity: 1
* LUMO level: 0.44 eV

Record 4
# C4H12N2S

A single C4H12N2S molecule in a non-equilibrium geometry (ωB97M-V/def2-TZVPD, the OMol25 dataset).

XYZ file:
```
19
Properties=species:S:1:pos:R:3
S 1.2264 2.7518 1.0408
N 0.1114 0.0495 -0.5737
N 0.0985 -1.5457 -2.2903
C 0.1118 0.1537 0.8856
C 0.9448 -1.0867 -1.2206
C -1.1518 -0.5671 1.4753
C -0.2217 1.6357 1.0349
H 1.8323 -0.5216 -1.4526
H -0.8546 0.0179 -0.8852
H 1.0627 -0.1514 1.3445
H -0.9812 2.0409 0.3537
H -0.5235 1.8278 2.0864
H -2.0283 0.0346 1.1276
H 0.2355 -2.4916 -2.6091
H -1.4037 -1.4470 0.8845
H 1.5279 2.8118 -0.2860
H -1.1140 -0.7131 2.5882
H 1.0244 -1.8408 -0.3956
H 0.1034 -0.9587 -3.1085
```

Calculated values
* SMILES string: C[C@H](CS)NCN
* molar mass: 120.2 Da
* DFT total energy: -667.2513 Ha
* highest occupied orbital energy: -8.42 eV
* maximum force: 0.0780 Eh/bohr
* orbital gap: 9.45 eV
* relative energy (zero: lowest compared OMol25 entry of this formula, charge and spin): 1.1855 eV
* multiplicity: 1
* LUMO level: 1.03 eV

> Which of these has the lowest maximum force?

C31H24ClFN9NiO

> Look up the molar mass of the third one.

402.5 Da